Molecular formula: C4H4N2
Method: DFT, ωB97M-V with the def2-TZVPD basis set

Geometry (Å):
C (1.62746, 1.19389, 0.10988)
C (2.15986, 0.16682, -0.21839)
H (1.16529, 2.10760, 0.41264)
H (2.62656, -0.74993, -0.50438)
C (-2.20783, 0.07726, 0.22838)
C (-1.67311, 1.07020, -0.18769)
H (-2.67291, -0.81206, 0.59704)
H (-1.20449, 1.95061, -0.56839)
N (0.54990, -2.50330, -0.17039)
N (-0.45243, -2.52125, 0.28711)

Summary:
- total charge = 0
- LUMO (Ha) = 0.04693
- Kohn-Sham gap (eV) = 11.69
- energy relative to the best compared isomer or geometry (same formula, charge and spin) (kJ/mol) = 328.4
- SMILES = C#C.C#C.N#N
- HOMO (eV) = -10.413